C26H38BeBr2CaClCsF2N4O10PS3 | ωB97M-V/def2-TZVPD

ORCA input file:
```
! wB97M-V def2-TZVPD RIJCOSX def2/J DEFGRID3
* xyz -1 1
C -4.30250 -2.99625 -1.70160
C -3.94035 -2.13515 -3.08811
C -3.49521 -0.62737 -2.54405
C -1.90249 -0.71320 -2.05278
O -1.64931 0.29954 -1.01395
N -1.38160 -0.28828 0.18918
C -2.14211 0.52558 1.25366
C -1.69298 2.07733 1.68727
C -2.49967 2.97859 2.81546
C -3.80208 2.32068 3.56509
C -4.22582 0.76185 3.13719
Cl -5.68038 -0.04217 4.01814
C -3.44453 -0.13376 2.00508
N -3.91956 -1.54454 1.72119
C -3.35810 -2.55570 2.70582
C -1.99301 -2.07883 3.47790
S -0.12888 2.70859 0.78840
C 0.96392 1.14083 0.75830
C 2.59213 1.16664 1.04546
C 3.29907 2.61192 1.36152
C 3.88862 3.39609 0.04170
C 4.48281 2.39761 -1.11687
Br 2.54896 4.69883 -0.72839
C 3.43837 -0.24179 1.04616
C 2.61031 -1.63513 0.75647
C 0.99343 -1.66416 0.44876
C 0.29124 -3.15356 0.18090
C 0.94830 -3.90202 -1.12136
C 1.16733 -5.53868 -0.87596
C 2.77373 -5.93566 -0.69698
C 3.12659 -5.97417 0.90921
N 4.48152 -5.38774 1.24945
C 0.11500 -0.26740 0.45188
H -5.01451 -2.26709 -1.08003
H -4.80438 -4.02467 -1.94687
H -3.28177 -3.08603 -1.10932
H -4.88078 -2.07999 -3.81165
H -2.97484 -2.56150 -3.63441
H -4.10198 -0.33701 -1.57428
H -3.65741 0.20326 -3.38572
H -1.61142 -1.81878 -1.71702
H -1.27453 -0.39870 -3.01764
H -2.05317 4.05719 3.02897
H -4.35989 2.93990 4.39406
H -3.59227 -1.78586 0.75610
H -4.21932 -2.90975 3.45325
H -3.05689 -3.51095 2.05754
H -2.18153 -1.25935 4.31663
H -1.18663 -1.64813 2.71879
H -1.49159 -3.04109 3.95903
H 4.20307 2.49714 2.13206
H 2.54366 3.37250 1.88381
H 4.79137 4.07018 0.43616
H 5.33786 1.74363 -0.64199
H 4.93079 3.04600 -1.98365
H 3.60448 1.76215 -1.55760
H 4.58971 -0.34421 1.26919
H 3.17270 -2.67785 0.75895
H 0.58798 -3.80643 1.12992
H -0.87576 -3.06798 0.17244
H 0.19026 -3.80962 -2.02661
H 1.98895 -3.39468 -1.32284
H 0.80654 -6.05687 -1.86509
H 0.53389 -5.93487 0.03609
H 2.95022 -7.02281 -1.13104
H 3.49408 -5.20881 -1.29092
H 2.28656 -5.40414 1.50544
H 3.14572 -7.09788 1.24380
H 4.29563 -4.62141 1.93390
H 4.96124 -4.99039 0.40974
Be 1.64295 6.06075 1.20798
N 1.06017 5.36848 -5.43871
S 0.43013 6.31530 -4.35587
O 0.13473 7.68773 -4.75316
O 0.83651 6.12491 -2.96873
F -1.05232 5.70802 -4.30355
S 2.54584 5.77086 -5.76214
O 3.07529 5.14351 -6.97282
O 3.49814 5.83993 -4.66083
F 2.44057 7.29315 -6.22653
O 0.97999 -2.58754 -4.39727
H 1.41050 -2.39712 -3.58386
Cs 5.21079 3.94553 2.36858
Br -0.78463 6.15572 -6.53392
Ca -1.53792 3.66501 -1.48924
O -3.19040 4.93098 5.60905
P -2.36983 4.02251 6.53934
O -0.91972 3.94761 6.03400
O -2.98291 2.61250 6.54955
O -2.38663 4.59856 7.96481
*
```

Properties
M = 1109.03 g mol⁻¹
E = -10039.8695 Ha
Frontier orbital gap = 2.059 eV
LUMO = -0.05610 hartree

These are the Mulliken partial charges, in e, on atoms 1 to 5: -0.40, -0.60, -0.31, 0.18, -0.25